Entry 1:
The following is a DFT calculation (ωB97M-V with the def2-TZVPD basis set) of 2 unconnected molecules or ions with the total composition C9H16NS2.

The geometry in ORCA input format:
```
! RIJCOSX wB97M-V def2-TZVPD def2/J DEFGRID3
* xyz 1 1
C -3.958 -1.327 -1.743
C -3.380 -1.107 -0.707
C 3.343 -0.702 0.143
C 2.638 -1.911 0.739
C 1.232 0.481 -1.013
C 0.544 -0.803 -0.728
C 1.943 0.617 -2.356
C -2.091 0.880 2.281
C -2.705 -0.626 0.406
N -2.947 0.465 1.189
S 2.457 0.925 0.433
S 0.843 -1.608 0.703
H -4.137 -1.828 -2.631
H 4.311 -0.686 0.762
H 3.617 -0.774 -0.938
H 2.800 -2.738 0.127
H 3.109 -2.213 1.749
H 0.493 1.301 -0.970
H -0.354 -1.068 -1.370
H 2.739 -0.227 -2.610
H 2.445 1.594 -2.289
H 1.197 0.623 -3.123
H -2.235 1.933 2.519
H -2.404 0.418 3.185
H -1.043 0.494 2.106
H -1.982 -1.272 0.806
H 1.150 -0.412 1.356
H -3.733 0.997 1.013
*
```

- Lowest unoccupied orbital energy (spin up / spin down): -5.46 / -5.46 eV
- ΔE to the lowest compared entry with this formula, charge and spin: 579.7 kJ/mol


Entry 2:
The following is a DFT calculation (ωB97M-V with the def2-TZVPD basis set) of a molecular structure, C9H16OSi2.

The geometry in ORCA input format:
```
! RIJCOSX wB97M-V def2-TZVPD def2/J DEFGRID3
* xyz 0 1
C -1.622 3.582 0.154
C -0.329 3.297 0.565
C -2.372 2.553 -0.427
C 0.270 2.085 0.287
C -1.790 1.372 -0.710
C -0.446 1.105 -0.353
C 1.131 -0.757 2.278
C 2.737 -2.198 0.820
C 1.362 -1.656 1.087
O -0.534 -1.351 -1.780
Si -1.711 -2.309 -2.432
Si 0.504 -0.452 -0.915
H -2.335 4.430 0.397
H 0.263 4.059 0.838
H -3.397 2.789 -0.685
H 1.291 2.062 0.482
H -2.266 0.482 -1.118
H 1.924 -0.044 2.242
H 0.242 -0.162 2.351
H 1.297 -1.155 3.335
H 3.504 -1.462 0.767
H 2.614 -3.021 -0.022
H 2.951 -2.902 1.666
H 0.504 -2.445 1.185
H -2.213 -3.202 -1.462
H -2.410 -1.707 -3.501
H -0.863 -3.036 -3.297
H 1.695 0.043 -1.750
*
```

- Lowest unoccupied orbital energy: 0.77 eV
- ΔE to the lowest compared entry with this formula, charge and spin: 160.7 kJ/mol


Entry 3:
The following is a DFT calculation (ωB97M-V with the def2-TZVPD basis set) of a molecular structure, C9H17AlClFNO5S.

The geometry in ORCA input format:
```
! RIJCOSX wB97M-V def2-TZVPD def2/J DEFGRID3
* xyz -1 1
C -1.460 2.552 3.546
C -1.156 1.429 2.594
O -0.343 1.938 1.556
C 0.474 1.019 0.925
F 1.394 0.576 1.909
O 1.193 1.632 -0.006
Al 2.000 0.276 -0.871
C 3.514 -0.710 -0.054
S 2.582 0.530 -3.101
C 2.416 -1.102 -3.860
O 3.971 0.954 -3.258
O 1.669 1.438 -3.790
O 0.455 -0.671 -0.826
C -0.259 -0.236 0.239
Cl -0.151 -1.623 1.468
C -1.648 0.103 -0.287
C -2.586 -1.041 -0.486
C -3.099 -1.880 0.658
N -2.990 -1.260 -1.653
H -2.132 2.196 4.314
H -0.562 2.891 4.043
H -1.897 3.379 3.011
H -0.694 0.619 3.141
H -2.114 1.056 2.239
H 4.297 -0.085 0.353
H 3.117 -1.305 0.760
H 3.928 -1.401 -0.778
H 1.906 -1.023 -4.806
H 3.390 -1.559 -3.933
H 1.807 -1.715 -3.208
H -1.479 0.523 -1.261
H -2.158 0.867 0.288
H -2.896 -2.914 0.434
H -2.682 -1.625 1.615
H -4.176 -1.779 0.733
H -3.634 -2.052 -1.648
*
```

- Lowest unoccupied orbital energy: 2.87 eV


Entry 4:
The following is a DFT calculation (ωB97M-V with the def2-TZVPD basis set) of a molecular structure, C9H17CeCl2NO2P.

The geometry in ORCA input format:
```
! RIJCOSX wB97M-V def2-TZVPD def2/J DEFGRID3
* xyz 2 2
C 0.990 -1.658 -2.635
C -0.092 -1.652 -1.555
H 2.013 -1.900 -2.222
H 1.040 -0.691 -3.158
H 0.766 -2.435 -3.387
O -0.002 -0.519 -0.654
Cl -1.623 -1.941 -2.559
Ce -0.050 1.089 1.171
P -0.032 -3.060 -0.269
C 1.448 -3.097 0.786
C -1.462 -2.863 0.790
H -0.928 -4.494 -2.017
H -0.383 -5.369 -0.549
H 0.812 -4.780 -1.728
C -0.148 -4.551 -1.243
H -2.302 -2.389 0.267
H -1.803 -3.848 1.123
H 1.746 -4.167 0.866
H 1.175 -2.704 1.790
H -1.234 -2.254 1.672
H 2.270 -2.494 0.344
C 1.122 0.866 3.074
O 1.823 0.243 3.772
Cl -2.052 0.331 2.769
C -0.958 6.850 0.459
C 0.271 5.948 0.249
C -0.021 4.534 0.435
N -0.241 3.407 0.673
H -1.712 6.638 -0.299
H -0.764 7.931 0.419
H -1.409 6.645 1.426
H 0.676 6.128 -0.760
H 1.064 6.258 0.949
*
```

- Lowest unoccupied orbital energy (spin up / spin down): -8.69 / -8.65 eV
- Expectation value of S²: 0.75


| no. | molecular weight (g/mol) | largest force on an atom (eV Å⁻¹) | energy (eV) |
| --- | --- | --- | --- |
| 1 | 202.37 | 4.715 | -32739.88102 |
| 2 | 196.40 | 4.564 | -27393.92032 |
| 3 | 332.74 | 1.318 | -54013.28311 |
| 4 | 413.24 | 10.736 | -62442.09145 |